[1]
DFT (ωB97M-V with the def2-TZVPD basis set) results for a structure of composition C9H11BrO.

Structure (XYZ):
```
22
Properties=species:S:1:pos:R:3:mulliken_charge:R:1
C -1.57 -2.36 0.65 -0.23
C -0.79 -2.45 -0.52 -0.69
C -1.62 -1.19 1.33 -0.63
C -0.01 -1.41 -0.91 -0.57
C -0.95 -0.04 0.85 -0.55
C 0.05 -0.18 -0.18 0.80
C 1.98 0.48 -1.66 -1.41
C 0.70 2.52 1.12 -0.84
C 1.03 0.75 -0.52 1.01
O 1.35 1.93 0.01 -0.42
Br -2.95 0.95 -0.34 -0.45
H -2.13 -3.23 0.99 0.41
H -0.81 -3.36 -1.10 0.38
H -2.26 -1.07 2.19 0.33
H 0.60 -1.54 -1.79 0.31
H -0.95 0.81 1.51 0.49
H 2.60 -0.39 -1.46 0.37
H 2.62 1.35 -1.79 0.34
H 1.43 0.31 -2.58 0.38
H 0.81 1.91 2.02 0.36
H -0.36 2.71 0.91 0.37
H 1.21 3.47 1.27 0.25
```

Output
Gap between HOMO and LUMO (alpha / beta) in Eh: 0.2367 / 0.2369
Lowest unoccupied orbital energy (alpha / beta) in hartree: -0.041 / -0.041
Total charge: 0
Spin multiplicity: 1


[2]
DFT (ωB97M-V with the def2-TZVPD basis set) results for a structure of composition C45H40BrCl2F9N4O3P2SZr.

Structure (XYZ):
```
108
Properties=species:S:1:pos:R:3:mulliken_charge:R:1
Zr 0.28 0.10 0.09 -0.82
F -6.13 2.42 -0.76 -0.28
C -5.17 1.56 -0.48 0.26
C -3.86 2.00 -0.33 -0.34
F -3.56 3.29 -0.47 -0.25
C -2.89 1.07 -0.03 -0.12
F -1.59 1.53 0.12 0.53
C -3.11 -0.28 0.11 0.49
S -1.81 -1.42 0.41 -0.47
C -4.43 -0.69 -0.05 0.24
F -4.73 -1.98 0.07 -0.31
C -5.45 0.21 -0.33 0.16
F -6.69 -0.22 -0.48 -0.26
F 3.97 -6.27 -0.65 -0.25
C 3.78 -4.98 -0.50 0.41
C 4.66 -4.07 -1.07 0.37
F 5.70 -4.50 -1.76 -0.26
C 4.44 -2.71 -0.90 -0.09
F 5.33 -1.87 -1.43 -0.38
C 3.35 -2.22 -0.20 0.48
P 3.02 -0.45 0.04 0.55
C 4.09 0.00 1.41 0.88
C 5.47 0.15 1.24 -0.20
C 6.28 0.41 2.34 -1.00
C 5.72 0.49 3.61 -0.69
C 4.36 0.31 3.79 -0.67
C 3.54 0.08 2.69 -0.06
C 3.59 0.38 -1.47 1.55
C 4.29 1.58 -1.42 -0.42
C 4.70 2.19 -2.60 -0.62
C 4.40 1.62 -3.83 -1.01
C 3.69 0.43 -3.88 -0.95
C 3.28 -0.19 -2.71 -1.01
C 2.49 -3.16 0.38 -0.13
Br 1.04 -2.61 1.46 0.03
C 2.70 -4.52 0.23 0.46
F 1.88 -5.40 0.79 -0.30
H 5.91 0.07 0.25 0.45
H 7.34 0.54 2.20 0.51
H 6.36 0.68 4.46 0.46
H 3.93 0.36 4.78 0.52
H 2.48 -0.06 2.83 -0.05
H 4.57 2.02 -0.47 -0.12
H 5.28 3.10 -2.55 0.50
H 4.74 2.09 -4.74 0.47
H 3.47 -0.02 -4.83 0.50
H 2.77 -1.14 -2.77 0.63
N -0.07 0.23 2.38 0.11
C -0.28 0.38 3.50 0.30
C -0.54 0.56 4.89 0.09
C 0.17 1.54 5.59 -0.26
C -0.08 1.70 6.94 -0.82
C -1.03 0.90 7.57 -0.39
C -1.73 -0.06 6.86 -0.71
C -1.49 -0.24 5.52 -0.54
H 0.91 2.15 5.08 0.62
H 0.46 2.45 7.51 0.44
H -1.22 1.04 8.63 0.43
H -2.47 -0.68 7.37 0.44
H -2.03 -0.99 4.95 0.54
O 1.07 1.97 0.51 2.33
P 1.09 3.52 0.46 -2.40
N 2.17 4.07 1.54 1.04
C 2.12 5.44 2.10 -0.46
C 3.53 6.02 1.87 -0.94
C 4.39 4.84 1.38 -0.44
C 3.55 3.61 1.69 0.81
N -0.36 4.10 0.90 0.75
C -0.92 3.87 2.25 0.15
C -2.12 4.82 2.33 -0.77
C -1.76 5.94 1.36 -0.79
C -1.07 5.21 0.21 -0.33
N 1.43 3.95 -1.06 0.88
C 0.78 3.32 -2.23 0.41
C 1.08 4.28 -3.39 -0.79
C 1.30 5.63 -2.71 -0.72
C 2.05 5.24 -1.43 -0.41
H 1.89 5.38 3.17 0.55
H 1.33 6.03 1.62 0.09
H 3.92 6.44 2.80 0.29
H 3.51 6.83 1.15 0.37
H 5.36 4.81 1.86 0.55
H 4.55 4.91 0.30 0.19
H 3.70 3.29 2.73 0.35
H 3.74 2.75 1.05 -1.49
H -0.17 4.10 3.01 0.21
H -1.21 2.82 2.37 -0.46
H -2.28 5.17 3.35 0.44
H -3.02 4.31 2.00 0.29
H -1.06 6.64 1.83 0.26
H -2.62 6.51 1.03 0.46
H -0.37 5.85 -0.33 0.04
H -1.80 4.81 -0.49 0.36
H -0.29 3.22 -2.06 0.06
H 1.20 2.32 -2.41 -0.58
H 0.27 4.29 -4.12 0.43
H 1.99 3.96 -3.90 0.32
H 0.35 6.09 -2.46 0.21
H 1.87 6.33 -3.32 0.50
H 1.93 5.98 -0.64 0.20
H 3.11 5.11 -1.63 0.27
Cl -2.46 -1.05 -3.60 -0.10
C -0.80 -1.57 -3.37 -0.09
Cl 0.23 -1.20 -4.77 -0.13
C -0.16 -0.88 -2.20 -0.11
O -0.43 0.34 -1.91 0.07
O 0.65 -1.49 -1.45 0.10
H -0.78 -2.65 -3.21 0.39
```

Output
Gap between HOMO and LUMO in Eh: 0.2643
Lowest unoccupied orbital energy in hartree: -0.215
Total charge: +2
Spin multiplicity: 1


[3]
DFT (ωB97M-V with the def2-TZVPD basis set) results for the ion BrO3S with charge -1.

Structure (XYZ):
```
5
Properties=species:S:1:pos:R:3:mulliken_charge:R:1
O -0.20 -1.74 0.75 -0.67
S 0.14 -0.02 -0.22 0.81
O -0.58 -0.03 -1.53 -0.51
O 1.49 0.46 -0.16 -0.48
Br -0.86 1.33 1.15 -0.16
```

Output
Gap between HOMO and LUMO in Eh: 0.3000
SMILES: O=S(=O)([O-])Br
Lowest unoccupied orbital energy in hartree: 0.122
Total charge: -1
Spin multiplicity: 1


no.,largest force on an atom (eV/Å)
1,1.01
2,0.95
3,6.57